[1]
A cluster of 11 separate species, C39H76F2O21P4 in total. Source: OMol25; level of theory: ωB97M-V/def2-TZVPD.

Results
Structure (SMILES) = COP(=O)(OC)OC.COP(=O)(OC)OC.COP(=O)(OC)OC.COP(=O)(OC)OC.Fc1ccccc1.Fc1ccccc1.CC(C)=O.CC(C)=O.CC(C)=O.CC(C)=O.CC(C)=O
E = -4677.0829 Ha
HOMO-LUMO gap = 0.353 Ha

XYZ file:
```
142
Properties=species:S:1:pos:R:3:lowdin_charge:R:1
C -3.66 3.94 -5.35 -0.0771
O -3.09 2.77 -4.73 -0.2396
P -2.32 1.69 -5.59 0.4423
O -2.89 1.46 -6.95 -0.2443
O -0.78 2.27 -5.59 -0.2120
C -0.20 2.79 -4.37 -0.0937
O -2.25 0.32 -4.71 -0.2314
C -3.43 -0.33 -4.32 -0.1123
H -4.08 3.78 -6.34 0.0857
H -2.88 4.66 -5.58 0.0918
H -4.37 4.43 -4.68 0.0876
H -0.48 2.38 -3.40 0.0716
H -0.48 3.84 -4.34 0.0814
H 0.88 2.62 -4.33 0.0702
H -3.41 -1.31 -4.80 0.0939
H -4.32 0.21 -4.63 0.0933
H -3.39 -0.51 -3.25 0.0713
C 5.54 -0.45 -2.49 -0.0999
O 5.33 -0.08 -3.84 -0.2064
P 3.92 0.55 -4.30 0.4867
O 3.38 1.66 -3.48 -0.2465
O 2.92 -0.74 -4.36 -0.2194
C 1.56 -0.54 -4.80 -0.0908
O 4.09 0.98 -5.88 -0.2033
C 5.07 1.97 -6.13 -0.1284
H 5.75 -1.52 -2.43 0.0840
H 4.69 -0.29 -1.82 0.0727
H 6.38 0.15 -2.14 0.0977
H 0.79 -0.88 -4.11 0.0876
H 1.46 -1.17 -5.69 0.0928
H 1.27 0.41 -5.25 0.0761
H 4.66 2.96 -6.33 0.0871
H 5.71 1.75 -6.99 0.0925
H 5.69 2.16 -5.25 0.0798
C -1.38 -5.90 5.44 -0.1282
O -2.10 -4.81 5.96 -0.2264
P -1.40 -3.31 6.11 0.5183
O -0.02 -3.29 6.65 -0.2480
O -2.56 -2.41 6.91 -0.2473
C -2.54 -2.38 8.37 -0.0936
O -1.52 -2.74 4.61 -0.2179
C -1.49 -1.37 4.27 -0.0990
H -0.30 -5.72 5.49 0.0829
H -1.66 -6.19 4.43 0.0771
H -1.53 -6.79 6.05 0.0859
H -2.19 -1.36 8.53 0.0854
H -1.81 -3.03 8.85 0.0833
H -3.55 -2.51 8.77 0.0852
H -1.42 -0.61 5.04 0.0920
H -2.32 -1.16 3.60 0.0834
H -0.54 -1.23 3.75 0.0596
C -6.94 1.30 0.60 -0.1250
O -5.92 1.36 1.57 -0.1911
P -4.54 0.56 1.43 0.4475
O -3.42 1.19 2.16 -0.2321
O -4.85 -0.92 2.04 -0.2142
C -6.06 -1.65 1.63 -0.0726
O -4.30 0.30 -0.15 -0.2191
C -3.75 1.28 -0.97 -0.1280
H -7.80 0.78 1.03 0.0895
H -6.71 0.81 -0.34 0.0839
H -7.27 2.31 0.34 0.0936
H -5.83 -2.71 1.55 0.0913
H -6.40 -1.39 0.63 0.0730
H -6.90 -1.49 2.31 0.0923
H -2.97 0.87 -1.59 0.0786
H -3.23 2.04 -0.37 0.0692
H -4.47 1.89 -1.53 0.0966
F -0.56 1.88 -0.78 0.0505
C -0.01 0.69 -0.50 -0.2946
C -0.44 -0.05 0.58 0.0044
C 0.21 -1.29 0.87 -0.0671
C 1.23 -1.73 0.07 -0.0883
C 1.71 -0.95 -1.00 -0.0478
C 1.06 0.27 -1.26 -0.0218
H -1.24 0.39 1.16 0.0969
H -0.11 -1.80 1.77 0.0811
H 1.76 -2.64 0.30 0.0684
H 2.52 -1.30 -1.63 0.0849
H 1.35 0.95 -2.05 0.0855
F -1.64 -6.14 1.42 0.0598
C -0.33 -6.09 1.76 -0.2888
C 0.25 -4.84 1.79 -0.0086
C 1.56 -4.68 2.25 -0.0717
C 2.36 -5.79 2.53 -0.0891
C 1.77 -7.04 2.41 -0.0798
C 0.41 -7.19 2.13 -0.0139
H -0.37 -3.98 1.54 0.1017
H 1.91 -3.67 2.38 0.0928
H 3.42 -5.72 2.72 0.0966
H 2.48 -7.84 2.57 0.1042
H -0.03 -8.17 1.99 0.1171
C 4.32 -0.45 3.04 -0.0167
C 2.85 -0.16 3.19 -0.4951
C 2.20 0.80 2.23 -0.0225
O 2.26 -0.73 4.07 0.0704
H 4.68 -0.03 2.10 0.0715
H 4.45 -1.52 2.94 0.0801
H 4.91 -0.15 3.91 0.0918
H 2.63 1.80 2.31 0.0966
H 1.13 0.92 2.39 0.0532
H 2.47 0.47 1.23 0.0731
C -1.83 7.09 -1.01 -0.0173
C -2.48 6.14 -2.05 -0.4557
C -2.37 4.64 -1.82 -0.0131
O -2.99 6.62 -3.03 0.0604
H -1.79 8.13 -1.35 0.0804
H -0.86 6.73 -0.69 0.0678
H -2.37 7.15 -0.07 0.0764
H -1.42 4.26 -2.18 0.0525
H -3.21 4.15 -2.31 0.0667
H -2.60 4.44 -0.77 0.0793
C 5.17 -6.29 0.04 -0.0258
C 4.18 -5.74 -0.94 -0.4587
C 3.92 -4.28 -0.94 -0.0339
O 3.53 -6.49 -1.72 0.0378
H 6.04 -6.59 -0.54 0.0922
H 4.77 -7.23 0.42 0.0849
H 5.37 -5.60 0.85 0.0759
H 2.98 -4.01 -1.42 0.0805
H 4.64 -3.63 -1.44 0.0759
H 3.79 -3.85 0.06 0.0660
C 3.15 4.65 -3.19 -0.0252
C 1.78 4.88 -2.48 -0.3953
C 1.50 4.06 -1.22 -0.0122
O 0.90 5.64 -2.97 0.0154
H 3.85 4.09 -2.58 0.0660
H 3.56 5.60 -3.53 0.0798
H 3.01 4.02 -4.08 0.0559
H 1.83 4.50 -0.28 0.0920
H 1.68 2.99 -1.29 0.0593
H 0.42 4.16 -1.11 0.0438
C 0.24 2.89 4.99 -0.0219
C -0.47 3.74 4.00 -0.4438
C -0.75 3.20 2.59 -0.0079
O -0.68 4.94 4.27 0.0293
H 1.29 2.88 4.70 0.0868
H -0.01 1.83 5.02 0.0724
H 0.15 3.29 6.00 0.0872
H 0.04 2.57 2.18 0.0438
H -0.85 3.98 1.84 0.0790
H -1.64 2.58 2.71 0.0615
```

---

[2]
A structure of composition C39H78Br34NO5S. Source: OMol25; level of theory: ωB97M-V/def2-TZVPD.

Results
Total charge = -1
E = -89878.2808 Ha
HOMO-LUMO gap = 0.211 Ha

XYZ file:
```
158
Properties=species:S:1:pos:R:3:lowdin_charge:R:1
N 5.89 -0.05 -0.32 -0.0627
C 6.46 -1.42 -0.38 -0.2799
C 5.41 -2.45 0.25 -0.1629
C 4.09 -2.67 -0.63 -0.2083
C 2.98 -1.64 -0.09 -0.2133
S 1.83 -0.97 -1.39 0.6174
O 2.46 -0.83 -2.80 -0.6212
O 0.58 -1.85 -1.45 -0.5011
O 1.33 0.56 -0.81 -0.3532
C 6.89 -1.88 -1.87 -0.5472
O 6.25 -1.47 -2.89 -0.0809
O 7.96 -2.71 -2.04 -0.2160
H 5.43 0.21 -1.20 0.0420
H 6.59 0.66 -0.10 0.0000
H 7.37 -1.42 0.33 0.1455
H 5.14 -2.06 1.30 0.1145
H 5.89 -3.49 0.39 0.1128
H 3.69 -3.73 -0.39 0.1107
H 4.27 -2.66 -1.76 0.0633
H 2.35 -2.14 0.73 0.1245
H 3.51 -0.75 0.41 0.0778
H 1.75 0.71 0.09 0.0705
Br -2.26 -0.89 1.16 0.6167
C -2.17 -1.64 -0.64 -0.6886
C -3.55 -1.74 -1.25 -0.6680
Br -4.55 -3.24 -0.52 0.6640
H -1.67 -2.61 -0.55 0.0517
H -1.54 -0.96 -1.20 0.0265
H -3.47 -1.94 -2.32 0.0643
H -4.15 -0.84 -1.10 0.0138
Br 4.46 2.40 0.14 0.7546
C 3.56 4.04 0.70 -0.7142
C 2.44 4.39 -0.25 -0.7637
Br 3.13 5.17 -1.90 0.5849
H 4.32 4.82 0.77 0.0177
H 3.17 3.82 1.70 0.0254
H 1.80 5.15 0.18 -0.0472
H 1.84 3.52 -0.53 -0.0082
Br 3.25 6.30 3.43 0.6514
C 4.06 8.05 3.14 -0.7091
C 3.44 8.75 1.97 -0.7558
Br 4.08 8.02 0.28 0.6224
H 5.13 7.88 3.03 0.0570
H 3.88 8.60 4.07 -0.0261
H 3.73 9.80 1.95 0.0558
H 2.35 8.68 1.95 -0.0461
Br 6.00 -5.84 -2.23 0.6130
C 5.50 -5.82 -4.11 -0.7197
C 5.00 -4.46 -4.54 -0.6652
Br 3.17 -4.16 -3.91 0.6597
H 4.78 -6.62 -4.26 0.0454
H 6.42 -6.07 -4.65 -0.0416
H 4.94 -4.40 -5.62 0.0464
H 5.60 -3.64 -4.16 0.0445
Br -0.77 4.02 0.29 0.7161
C -1.85 5.63 0.11 -0.6980
C -1.17 6.63 -0.80 -0.6685
Br 0.30 7.54 0.10 0.6423
H -2.02 6.01 1.12 0.0018
H -2.79 5.30 -0.32 0.0593
H -1.87 7.43 -1.07 0.0280
H -0.76 6.18 -1.70 0.0587
Br -0.94 1.10 -6.21 0.5820
C -1.45 1.38 -4.35 -0.7008
C -0.23 1.59 -3.47 -0.5681
Br 0.70 -0.10 -3.10 1.0785
H -2.05 0.53 -4.05 0.0374
H -2.08 2.28 -4.36 0.0439
H -0.53 1.97 -2.49 0.0385
H 0.50 2.26 -3.91 0.0554
Br 10.77 0.61 -3.88 0.5953
C 11.84 -0.98 -3.51 -0.6954
C 11.14 -1.89 -2.53 -0.6854
Br 11.28 -1.20 -0.71 0.5779
H 12.81 -0.63 -3.17 0.0414
H 11.95 -1.47 -4.48 0.0522
H 11.62 -2.86 -2.50 0.0574
H 10.07 -2.02 -2.74 0.0257
Br -5.63 -1.16 3.59 0.5751
C -5.19 -3.02 3.19 -0.7333
C -5.21 -3.87 4.44 -0.7215
Br -3.61 -3.58 5.52 0.6234
H -4.23 -3.02 2.69 0.0109
H -5.96 -3.35 2.50 0.0123
H -5.20 -4.93 4.18 0.0612
H -6.07 -3.67 5.08 0.0159
Br 6.69 -6.46 -7.89 0.6146
C 8.63 -6.57 -7.74 -0.6947
C 9.05 -6.85 -6.32 -0.6908
Br 8.92 -5.25 -5.22 0.6845
H 9.04 -5.64 -8.14 0.0502
H 8.92 -7.40 -8.40 0.0525
H 10.11 -7.14 -6.28 0.0527
H 8.45 -7.62 -5.83 0.0530
Br 3.47 9.10 7.07 0.6370
C 2.34 10.64 6.69 -0.6863
C 1.05 10.22 6.04 -0.6613
Br 1.31 9.78 4.16 0.7082
H 2.93 11.32 6.08 0.0530
H 2.15 11.09 7.66 0.0566
H 0.33 11.04 6.04 0.0582
H 0.59 9.35 6.51 0.0556
Br -6.60 0.32 -2.53 0.6262
C -8.14 -0.29 -1.50 -0.6797
C -8.04 -1.76 -1.17 -0.7040
Br -8.48 -2.86 -2.72 0.6070
H -9.03 -0.03 -2.07 0.0500
H -8.12 0.31 -0.58 0.0577
H -8.78 -2.03 -0.41 -0.0363
H -7.05 -2.06 -0.84 -0.0184
Br -8.72 -3.97 3.67 0.6752
C -9.90 -2.47 3.29 -0.6602
C -11.16 -2.93 2.60 -0.7218
Br -10.83 -3.32 0.72 0.6680
H -9.33 -1.75 2.71 0.0497
H -10.14 -2.03 4.27 0.0637
H -11.91 -2.13 2.59 0.0459
H -11.60 -3.82 3.04 -0.1013
Br 11.65 4.72 0.96 0.5796
C 11.58 3.92 -0.82 -0.6971
C 10.17 3.92 -1.36 -0.6986
Br 9.10 2.51 -0.54 0.6089
H 12.01 2.92 -0.73 0.0501
H 12.23 4.54 -1.43 0.0549
H 10.18 3.68 -2.43 0.0439
H 9.65 4.86 -1.20 0.0490
Br -5.09 -6.62 7.69 0.5855
C -3.16 -6.64 7.95 -0.7011
C -2.81 -6.89 9.39 -0.6996
Br -3.07 -5.28 10.47 0.5953
H -2.78 -5.70 7.56 0.0093
H -2.80 -7.46 7.32 0.0608
H -1.74 -7.12 9.49 0.0570
H -3.39 -7.68 9.86 0.0485
Br -8.24 -6.39 -4.45 0.5830
C -8.14 -5.09 -5.90 -0.7027
C -6.77 -5.10 -6.54 -0.6981
Br -5.47 -4.16 -5.44 0.6039
H -8.42 -4.13 -5.49 0.0159
H -8.90 -5.41 -6.62 0.0555
H -6.79 -4.55 -7.49 0.0561
H -6.38 -6.10 -6.72 0.0499
Br -14.90 -3.19 1.78 0.6183
C -14.48 -5.05 1.37 -0.6777
C -14.51 -5.90 2.62 -0.6639
Br -12.91 -5.62 3.70 0.7090
H -13.51 -5.05 0.87 0.0297
H -15.25 -5.37 0.67 0.0596
H -14.49 -6.96 2.36 0.0601
H -15.36 -5.70 3.26 0.0520
Br -1.75 7.77 3.88 0.6057
C -2.87 9.32 3.50 -0.6823
C -4.17 8.92 2.86 -0.6812
Br -3.93 8.48 0.97 0.6620
H -2.27 10.00 2.89 0.0530
H -3.05 9.78 4.48 0.0573
H -4.87 9.75 2.87 0.0566
H -4.64 8.05 3.33 0.0537
```

---

The records above yield HOMO energy values of -9.479; -4.697 eV, respectively.